C5H5NO2 in the gas phase in a non-equilibrium geometry. Source: the OMol25 dataset; level of theory: wB97M-V/def2-TZVPD.

Properties
energy relative to the best compared isomer or geometry (same formula, charge and spin): 127.2 kcal per mole
HOMO energy (alpha / beta): -8.25 / -7.96 eV

```
13
Properties=species:S:1:pos:R:3:forces:R:3
C -0.1049 -1.5585 -0.5811 0.141 0.426 0.000
N 0.1203 1.7776 0.1217 -0.657 -0.086 0.049
C 1.1637 1.1284 -0.3263 1.436 -0.367 -0.285
C 0.6722 -0.9850 0.5111 -0.956 -0.379 -0.032
C -0.9502 0.8589 0.0162 -0.694 0.804 0.197
C -0.8229 -0.4973 0.4253 1.365 -0.754 -0.017
O 2.2223 1.3644 -0.8146 -0.429 -0.004 0.311
O 1.5024 -1.3344 1.3101 -0.177 0.400 -0.054
H 0.1003 2.6857 0.6005 -0.055 -0.254 -0.330
H -0.0155 -1.1810 -1.5899 -0.059 -0.061 -0.006
H -0.3613 -2.6112 -0.4720 -0.004 0.131 -0.008
H -1.9118 1.2951 -0.2281 -0.003 0.058 0.176
H -1.6146 -0.9427 1.0270 0.092 0.084 -0.001
```
Positions in Å, forces in eV/Å.

Löwdin population analysis, charges in e, atoms 1 to 8: atom 1 (C): 0.0039, atom 2 (N): 0.0830, atom 3 (C): -0.2954, atom 4 (C): -0.4321, atom 5 (C): -0.0599, atom 6 (C): -0.1599, atom 7 (O): 0.1372, atom 8 (O): 0.0983